Record 1
16
Properties=species:S:1:pos:R:3:mulliken_charge:R:1 method="wB97M-V/def2-TZVPD" homo_lumo_gap_ha="0.2663 / 0.2978" energy_ha=-234.4363 smiles="C[C@@H]1C=C=CC1.[H][H]" spin_multiplicity=1 lumo_energy_ev="-0.586 / -0.429" e_above_lowest_kj_mol=436.4 charge=0
C 1.7998 -0.4809 0.5237 -1.37
C 0.9576 0.0522 -0.6372 0.29
C -0.2608 -0.8930 -0.9660 -0.67
C -1.3699 -0.1811 -0.2318 -0.18
C -1.0869 1.1382 -0.0453 -0.11
C 0.2067 1.3514 -0.4025 -0.58
H 1.1712 -0.6278 1.4091 0.33
H 2.5984 0.2219 0.7828 0.37
H 2.2618 -1.4394 0.2635 0.34
H 1.6149 0.1965 -1.5067 0.33
H -0.3958 -0.9737 -2.0528 0.28
H -0.1422 -1.9147 -0.5810 0.29
H -3.1413 0.7288 2.2389 0.13
H -2.1901 -0.7224 0.2397 0.33
H -2.7493 1.1786 1.7883 -0.16
H 0.6386 2.3106 -0.6884 0.38

***

Record 2
130
Properties=species:S:1:pos:R:3:mulliken_charge:R:1 method="wB97M-V/def2-TZVPD" homo_lumo_gap_ha=0.3706 energy_ha=-5783.6456 smiles="CCOC(=O)C(F)(F)F.CCOC(=O)C(F)(F)F.COP(=O)(OC)OC.COP(=O)(OC)OC.COP(=O)(OC)OC.COP(=O)(OC)OC.COP(=O)(OC)OC.COP(=O)(OC)OC" spin_multiplicity=1 lumo_energy_ev=0.097 e_above_lowest_kj_mol=132.8 charge=0
C 0.4256 -5.2522 -2.9050 -1.06
C 0.1958 -5.7818 -1.4687 -0.15
O 0.6373 -4.8637 -0.4884 0.06
C 1.0554 -5.3856 0.6467 0.34
O 1.0188 -6.5433 0.9426 -0.56
C 1.6773 -4.3069 1.5896 0.89
F 1.6049 -3.0660 1.0785 -0.13
F 1.0084 -4.2627 2.7697 -0.29
F 2.9548 -4.5408 2.0097 -0.28
H 0.4382 -6.0746 -3.6404 0.39
H 1.4714 -4.8613 -2.9468 0.20
H -0.3482 -4.5420 -3.2225 0.21
H 0.7137 -6.7358 -1.3868 0.48
H -0.8383 -6.0325 -1.1821 -0.03
C -1.8032 -0.1876 -2.9831 -0.71
C -0.5461 0.4270 -3.5325 0.55
O -0.6259 1.8941 -3.5418 -0.42
C 0.2889 2.4810 -4.3764 0.26
O 1.0484 1.9633 -5.1028 -0.55
C 0.1167 3.9848 -4.2368 0.89
F 1.2260 4.6228 -4.4721 -0.25
F -0.7666 4.4346 -5.1925 -0.28
F -0.3723 4.3613 -3.0468 -0.19
H -1.7006 -1.2230 -2.7281 0.11
H -2.6084 0.0287 -3.7276 0.38
H -2.0933 0.3212 -2.0426 -0.14
H -0.2634 0.1113 -4.5298 0.82
H 0.3567 0.3602 -2.8854 -0.63
C 6.8679 -1.8613 -1.7065 -0.54
O 5.9822 -1.3030 -2.6371 -0.40
P 4.4802 -1.0797 -2.5531 0.21
O 3.6990 -2.0739 -1.8358 -0.20
O 4.2619 0.3835 -1.9398 0.58
C 4.6361 1.5583 -2.6334 -0.71
O 4.1912 -0.8736 -4.0808 -0.44
C 2.7939 -0.8951 -4.4450 -0.39
H 7.5246 -1.0405 -1.3621 0.24
H 7.5283 -2.6586 -2.0956 0.23
H 6.2352 -2.3117 -0.9553 0.25
H 3.9080 1.7897 -3.4397 0.14
H 5.6653 1.5398 -2.8719 0.30
H 4.4678 2.3332 -1.8974 0.21
H 2.3571 0.1387 -4.5013 0.07
H 2.1459 -1.5463 -3.8214 0.16
H 2.6796 -1.2073 -5.4901 0.36
C -3.4540 2.8507 4.2109 -0.60
O -2.2905 3.6690 4.0142 0.14
P -2.0052 5.0213 4.7853 0.74
O -3.1735 5.5172 5.4876 -0.78
O -0.7569 4.8053 5.7249 -0.33
C 0.5736 4.4072 5.2794 -0.54
O -1.4142 5.8830 3.5750 -0.14
C -1.2016 7.2298 3.9921 -0.85
H -3.2801 2.2426 5.0858 0.31
H -3.4261 2.2982 3.3076 0.04
H -4.3170 3.4498 4.3705 0.38
H 0.6482 3.2949 5.5199 0.21
H 1.2495 4.9713 5.9018 0.34
H 0.7114 4.6383 4.1992 0.23
H -1.9077 7.4825 4.7824 0.38
H -1.3652 7.8765 3.1304 0.23
H -0.1894 7.3941 4.3905 0.27
C 4.1987 0.9790 1.4362 -0.20
O 4.8060 2.2803 1.4345 0.21
P 6.3125 2.5860 1.2608 0.76
O 7.0508 1.9477 0.1557 -0.71
O 6.3224 4.1444 1.2509 -0.36
C 5.7822 4.8430 2.4002 -0.56
O 7.0040 2.2245 2.6236 -0.36
C 8.3931 1.8224 2.6841 -0.70
H 4.4368 0.3837 0.5036 0.02
H 3.1449 1.1005 1.4302 -0.05
H 4.5098 0.4931 2.3523 0.39
H 6.3743 4.5190 3.2697 0.27
H 4.7536 4.5977 2.5720 0.21
H 5.9221 5.9033 2.1844 0.24
H 8.8473 2.3842 3.4792 0.26
H 8.9450 2.0283 1.7435 0.33
H 8.3795 0.7577 2.8946 0.24
C 1.4519 -0.5297 -0.4171 -2.22
O 0.0671 -0.1707 -0.3947 0.96
P -0.3689 1.0463 0.5053 0.22
O -1.8240 1.2240 0.6004 -0.81
O 0.2465 0.6168 1.8668 0.00
C -0.1318 1.3072 3.0789 -0.78
O 0.3996 2.2564 -0.0706 0.18
C -0.2513 3.5628 -0.1761 -0.90
H 1.8126 -0.8195 0.5538 0.53
H 1.9806 0.2658 -0.8206 1.21
H 1.5493 -1.4131 -1.0859 0.12
H -1.1645 1.6504 3.0057 0.11
H 0.5470 2.1000 3.3519 0.27
H -0.1679 0.5617 3.9294 0.30
H -1.2687 3.3542 -0.4977 0.30
H 0.1533 4.0954 -0.9802 0.27
H -0.3801 4.0502 0.8003 0.27
C -7.3047 -3.0773 -0.5096 -0.63
O -7.1722 -2.0823 -1.5458 -0.20
P -7.0444 -0.5718 -1.1938 0.75
O -7.8527 -0.1481 -0.0498 -0.70
O -5.5012 -0.2322 -1.2405 0.10
C -4.6366 -0.2976 -0.0585 0.05
O -7.4785 0.2013 -2.4855 -0.37
C -8.8561 0.1981 -2.8975 -0.69
H -8.3946 -3.1372 -0.2306 0.28
H -6.6688 -2.8705 0.3227 0.33
H -7.1726 -4.0587 -1.0119 0.21
H -4.6750 -1.2836 0.3611 0.14
H -4.6718 0.5333 0.6349 0.29
H -3.6333 -0.2921 -0.4707 -0.38
H -9.2806 1.1765 -2.7171 0.28
H -9.4253 -0.4724 -2.2344 0.29
H -9.0302 -0.0920 -3.9375 0.26
C -1.5647 -2.5710 1.2342 -0.46
O -2.9061 -2.9571 1.0465 -0.16
P -3.3066 -4.3101 0.4456 0.59
O -4.7668 -4.5227 0.4728 -0.78
O -2.6021 -4.3646 -1.0159 0.19
C -3.4631 -3.8615 -2.0791 -0.62
O -2.4556 -5.3843 1.2120 -0.31
C -2.8906 -6.7413 1.2771 -0.89
H -1.0808 -3.1978 1.9702 0.45
H -1.4057 -1.5618 1.6194 0.10
H -0.9645 -2.7550 0.3336 0.25
H -4.5199 -4.1687 -1.9737 0.25
H -3.0717 -4.4224 -2.9486 0.30
H -3.3477 -2.7651 -2.1494 0.15
H -2.6737 -7.1473 2.3042 0.22
H -2.2206 -7.3315 0.6657 0.29
H -3.8921 -6.8389 1.0366 0.43

***

Record 3
41
Properties=species:S:1:pos:R:3:mulliken_charge:R:1 method="wB97M-V/def2-TZVPD" homo_lumo_gap_ha=0.3235 energy_ha=-1011.0323 smiles="O=c1c2ccccc2ncn1C[C@@]1(O)C[C@@H]2NCCC[C@@H]2O1" spin_multiplicity=1 lumo_energy_ev=0.255 e_above_lowest_kj_mol=375.6 charge=0
O -1.5814 1.0911 1.6478 -0.61
N 2.2367 0.3227 2.2797 -0.63
O -0.8113 -3.2767 0.3270 -0.69
O 0.2106 -1.3143 -0.1879 -0.50
C -0.4531 0.8755 2.0969 0.15
C 1.3660 -0.6486 2.4860 -0.09
C 2.4893 3.9996 1.7186 -0.11
C 1.1255 4.3824 1.6631 -0.80
C 2.8599 2.6414 1.8484 -0.64
C 0.1947 3.3053 1.6665 -0.31
C 1.8571 1.5873 2.0293 0.62
C 0.5249 1.9349 1.9739 0.52
N -0.0193 -0.4604 2.3837 0.20
N -1.9272 -1.6849 -2.4926 -0.44
C -1.0308 -1.3833 -3.6150 -0.88
C -0.8085 -1.6708 2.0438 -1.72
C 0.4350 -1.4691 -3.2068 -0.53
C -0.8995 -1.8619 0.5293 1.80
C 0.6763 -0.2846 -2.2890 -1.07
C -2.2017 -1.4003 -0.0910 -1.68
C -0.3071 -0.2462 -1.0808 0.76
C -1.7957 -0.6601 -1.3642 -0.32
H -0.4272 -3.4374 -0.5970 0.42
H 1.7658 -1.6297 2.7147 0.34
H 3.2086 4.7609 1.4493 0.35
H 0.8150 5.3701 1.3271 0.36
H 3.9224 2.4992 1.5856 0.33
H -0.8681 3.6440 1.6367 0.35
H -1.7164 -2.6616 -2.0944 0.35
H -1.2990 -0.4245 -3.9218 0.45
H -1.3057 -2.2280 -4.3627 0.31
H -0.3255 -2.4244 2.6480 0.38
H -1.8004 -1.4755 2.4438 0.42
H 0.7446 -2.3532 -2.6677 0.21
H 1.1727 -1.5154 -3.9305 0.46
H 1.7745 -0.3373 -1.9521 0.29
H 0.3338 0.6052 -2.7173 0.50
H -2.7617 -0.7564 0.5892 0.37
H -2.8054 -2.3423 -0.3078 0.48
H -0.2309 0.7264 -0.5971 0.08
H -2.3376 0.2006 -1.6126 0.53

***

Record 4
16
Properties=species:S:1:pos:R:3:mulliken_charge:R:1 method="wB97M-V/def2-TZVPD" homo_lumo_gap_ha=0.3697 energy_ha=-305.1585 smiles=CCc1c[nH]c[nH+]1 spin_multiplicity=1 lumo_energy_ev=-3.659 e_above_lowest_kj_mol=187.9 charge=+1
C 1.6288 0.3756 -2.1165 -1.08
C 0.6390 1.0972 -1.1696 -0.49
C 0.0460 0.2691 -0.1109 0.32
C 0.4074 -0.9607 0.4676 -0.21
N -0.5246 -1.3343 1.2917 -0.03
C -1.4565 -0.2957 1.5039 -0.27
N -1.0833 0.6398 0.5769 -0.06
H 1.1950 -0.1240 -2.9404 0.34
H 2.2716 -0.3842 -1.6145 0.33
H 2.2626 1.2320 -2.3908 0.31
H -0.2907 1.4645 -1.7393 0.32
H 0.9391 1.8653 -0.5645 0.42
H 1.4825 -1.2358 0.3228 0.30
H -0.4094 -2.1437 1.8613 0.24
H -2.3486 -0.2442 2.1692 0.37
H -1.4353 1.5186 0.3702 0.18

***

Record 5
38
Properties=species:S:1:pos:R:3:mulliken_charge:R:1 method="wB97M-V/def2-TZVPD" homo_lumo_gap_ha=0.2849 energy_ha=-3926.1723 smiles="CCOC(=O)Cc1csc(NC(=O)/C=C/c2cccc(Br)c2)n1" spin_multiplicity=1 lumo_energy_ev=-0.570 e_above_lowest_kj_mol=0.0 charge=0
C -2.8723 6.4156 0.2005 -1.19
C -3.1127 5.5837 -1.0447 -0.21
H -3.8345 4.7812 -0.8557 0.30
H -3.4938 6.1953 -1.8700 0.30
O -1.8701 4.9972 -1.4431 -0.29
C -1.8668 4.3267 -2.5922 0.64
O -2.8289 4.2035 -3.3032 -0.60
C -0.5048 3.7164 -2.8658 -0.62
C -0.5789 2.2500 -2.5642 0.24
C -1.3656 1.3413 -3.2023 -0.44
S -1.1680 -0.2349 -2.5281 -0.02
C -0.0243 0.4729 -1.4209 0.43
N 0.1744 1.7421 -1.5511 -0.62
N 0.6153 -0.2929 -0.4834 -0.07
C 0.3899 -1.6425 -0.3771 0.66
O -0.4002 -2.2017 -1.1159 -0.76
C 1.1672 -2.3103 0.6721 -0.70
C 1.0355 -3.6302 0.8606 -0.22
C 1.7179 -4.4579 1.8346 1.16
C 2.6647 -3.9456 2.7252 -0.48
C 3.2814 -4.7878 3.6280 -0.12
C 2.9881 -6.1410 3.6803 -0.42
C 2.0498 -6.6515 2.7989 -0.50
C 1.4225 -5.8237 1.8877 -0.63
H 0.6926 -6.2312 1.2046 0.36
H 1.8109 -7.7036 2.8284 0.39
H 3.4835 -6.7793 4.3952 0.40
Br 4.5727 -4.0669 4.8335 -0.20
H 2.9212 -2.8985 2.7137 0.41
H 0.3378 -4.1449 0.2105 0.39
H 1.8301 -1.6946 1.2607 0.22
H 1.2664 0.1900 0.1189 0.25
H -2.0439 1.5222 -4.0098 0.44
H 0.2440 4.1746 -2.2233 0.22
H -0.2611 3.8699 -3.9179 0.29
H -2.1547 7.2043 -0.0084 0.31
H -3.8068 6.8622 0.5271 0.38
H -2.4785 5.7900 0.9968 0.31

***

Record 6
17
Properties=species:S:1:pos:R:3:mulliken_charge:R:1 method="wB97M-V/def2-TZVPD" homo_lumo_gap_ha=0.4336 energy_ha=-288.3687 spin_multiplicity=1 lumo_energy_ev=-3.096 e_above_lowest_kj_mol=119.0 charge=+1
C -0.6581 -1.5081 -0.7263 -0.70
N -0.6831 -0.8772 0.6949 -0.05
C 0.7090 -0.5542 1.2238 -0.62
H 0.1273 -1.0703 -1.3248 0.31
H -1.6183 -1.3060 -1.2380 0.31
H -0.5334 -2.6570 -0.6803 0.32
H -1.2194 -0.0023 0.4767 0.24
H -1.2462 -1.3026 1.3453 0.34
H 1.3357 -1.4613 1.0580 0.33
H 0.9837 0.2597 0.5339 0.22
H 0.7932 -0.1625 2.2532 0.32
H 2.4307 2.2695 -0.4667 0.32
H 3.2545 1.3505 -1.4669 0.33
O 2.3769 1.4493 -0.9958 -0.65
H -2.6572 1.4589 -0.3695 0.34
H -1.6273 2.5087 -0.3771 0.33
O -1.7680 1.6049 0.0597 -0.70